DFT (the ωB97M-V functional and the def2-TZVPD basis) results for the ion C4H12BN2 with charge +1.

Summary:
SMILES: CNB1CC[NH2+]C1
HOMO-LUMO gap, hartree: 0.3864

The geometry in ORCA input format:
```
! wB97M-V def2-TZVPD RIJCOSX def2/J DEFGRID3
* xyz 1 1
B 0.3891 -0.2981 -0.1867
C -0.9213 -1.3815 -0.1650
C -0.2767 1.1248 -0.2259
C -2.0419 -0.5048 0.3316
C 2.8448 0.1485 0.2084
N 1.6760 -0.6374 -0.1498
N -1.8119 0.9405 -0.1505
H -1.1003 -1.8254 -1.2411
H -0.7005 -2.1327 0.5398
H 0.0635 1.7109 0.7054
H -0.0307 1.9050 -0.9311
H -3.1485 -0.7647 0.0578
H -2.0828 -0.4564 1.5010
H 2.6626 1.2322 0.1883
H 2.9924 -0.0784 1.3471
H 3.8325 0.0342 -0.4310
H 1.8999 -1.6177 -0.4546
H -2.2565 1.7618 0.2693
H -1.9896 0.8393 -1.2131
*
```

---

DFT (the ωB97M-V functional and the def2-TZVPD basis) results for a cluster of 6 separate species, CH15N2O5 in total.

Summary:
HOMO-LUMO gap, hartree: 0.4204

The geometry in ORCA input format:
```
! wB97M-V def2-TZVPD RIJCOSX def2/J DEFGRID3
* xyz 1 1
N 0.3844 -1.2195 1.2555
C -0.5115 -1.5219 0.3348
N -0.8236 -0.6495 -0.5864
H 0.8327 -0.3036 1.2311
H 0.6187 -1.9580 1.8944
H -0.9849 -2.4955 0.3165
H -1.5109 -0.8404 -1.3033
H -0.5615 0.3250 -0.4994
H -0.1893 2.2305 1.0077
H 1.2930 2.1165 1.0352
O 0.5043 1.5911 0.7826
H 1.5864 -3.7410 0.8800
H 0.9369 -4.6042 -0.0365
O 0.6831 -3.8614 0.5347
H 0.1893 3.0308 -3.3170
H -0.0744 3.2945 -1.8592
O 0.6298 3.2886 -2.5087
H -3.6508 -0.9024 -1.6742
H -3.9958 -2.2929 -2.1157
O -3.2395 -1.7380 -1.9216
H 3.3129 2.9983 2.1818
H 2.1633 4.0288 2.4175
O 2.4071 3.2242 1.9503
*
```

---

DFT (the ωB97M-V functional and the def2-TZVPD basis) results for a structure of composition C6H18KO3.

Summary:
HOMO-LUMO gap, hartree: 0.3309

The geometry in ORCA input format:
```
! wB97M-V def2-TZVPD RIJCOSX def2/J DEFGRID3
* xyz 1 1
K 0.0955 -1.2902 -1.1023
C -4.1907 -0.0627 -4.2217
C -4.1056 1.2670 -3.4604
O -3.2262 1.1700 -2.3645
H -4.9281 -0.0124 -5.0228
H -4.4604 -0.8401 -3.5069
H -3.2382 -0.3335 -4.6773
H -5.0840 1.6183 -3.1325
H -3.6193 1.9618 -4.1452
H -3.5240 1.7686 -1.6756
C 3.7429 -2.4705 1.6964
C 4.3665 -3.4291 0.7163
O 3.6860 -3.4297 -0.5400
H 2.7726 -2.7302 2.1196
H 3.6636 -1.4566 1.3042
H 4.4389 -2.3398 2.5250
H 4.3583 -4.4721 1.0327
H 5.4163 -3.1821 0.5578
H 3.7200 -4.2949 -0.9545
C -0.7205 2.1273 3.3544
C 0.4297 2.8697 2.6473
O 0.8426 2.2546 1.4522
H -1.0240 2.5720 4.3022
H -0.4278 1.0983 3.5632
H -1.6420 2.0270 2.7809
H 1.2278 2.9345 3.3869
H -0.0045 3.8365 2.3925
H 1.4345 2.8383 0.9721
*
```

---

DFT (the ωB97M-V functional and the def2-TZVPD basis) results for a cluster of 2 separate species, C18H22N4O in total.

Summary:
HOMO-LUMO gap, hartree: 0.1415

The geometry in ORCA input format:
```
! wB97M-V def2-TZVPD RIJCOSX def2/J DEFGRID3
* xyz 0 1
C 0.0069 -2.8001 0.0090
N 1.2241 -2.0260 -0.1014
C 1.3843 -0.6789 -0.0618
C 0.2981 0.2462 0.2930
C -1.0849 -0.0886 -0.0539
C -2.0933 0.5830 0.5639
C -3.4542 0.0806 0.6332
C -4.2529 0.3763 1.7647
C -5.5258 -0.1726 1.8998
C -6.0414 -1.0050 0.8924
C -5.2766 -1.2739 -0.2509
C -3.9933 -0.7399 -0.3851
O 0.4991 1.3007 0.9482
N 2.7278 -0.4508 -0.1413
C 3.4506 0.8688 -0.1091
C 4.9278 0.6414 -0.3900
C 3.3351 1.4825 1.2746
C 2.8592 1.7751 -1.1757
C 3.3774 -1.6577 -0.2947
C 2.4453 -2.6290 -0.2814
H 0.2928 -3.8195 0.2858
H -0.6669 -2.4116 0.7773
H -0.5224 -2.8651 -0.9492
H -1.2684 -0.7860 -0.8751
H -1.8669 1.4624 1.1742
H -3.8292 1.0122 2.5486
H -6.1079 0.0199 2.8046
H -7.0262 -1.4585 1.0098
H -5.6663 -1.9285 -1.0329
H -3.3949 -0.9350 -1.2799
H 5.1005 0.1821 -1.3728
H 5.4346 1.6178 -0.3913
H 5.4029 0.0355 0.3950
H 2.2979 1.7412 1.4957
H 3.7088 0.7817 2.0315
H 3.9455 2.3959 1.3113
H 1.8216 2.0400 -0.9567
H 3.4486 2.7011 -1.2157
H 2.9083 1.2894 -2.1582
H 4.4449 -1.7471 -0.4006
H 2.5638 -3.6889 -0.3539
N -2.2758 2.3444 -1.8964
C -1.1496 2.8044 -2.3030
N -0.1390 3.2395 -2.7847
H -2.2699 2.1409 -0.8968
*
```

---

DFT (the ωB97M-V functional and the def2-TZVPD basis) results for a cluster of 9 separate species, C17H41Cl15O16P4 in total.

Summary:
SMILES: COP(=O)(OC)OC.COP(=O)(OC)OC.COP(=O)(OC)OC.COP(=O)(OC)OC.ClC(Cl)Cl.ClC(Cl)Cl.ClC(Cl)Cl.ClC(Cl)Cl.ClC(Cl)Cl
HOMO-LUMO gap, hartree: 0.3903

The geometry in ORCA input format:
```
! wB97M-V def2-TZVPD RIJCOSX def2/J DEFGRID3
* xyz 0 1
C 1.1932 5.2025 4.2163
O 0.2817 4.5995 3.2676
P -0.7883 3.5804 3.8847
O -0.2356 2.3439 4.3592
O -1.6472 4.4373 4.9991
C -2.2767 5.7307 4.8973
O -1.8074 3.4349 2.6317
C -1.3233 2.7043 1.5085
H 0.8837 5.1583 5.2605
H 1.2122 6.2900 4.1447
H 2.1782 4.7559 4.0802
H -3.3335 5.6440 4.6446
H -1.9118 6.3340 4.0660
H -2.1402 6.2650 5.8375
H -0.2610 2.8755 1.3344
H -1.9665 2.8552 0.6416
H -1.4576 1.6361 1.6790
C -0.7644 -3.2966 3.6360
O -1.4129 -4.2902 2.8376
P -3.0126 -4.2688 2.6999
O -3.5571 -3.2499 1.7673
O -3.2189 -5.8653 2.2764
C -4.4814 -6.3765 2.1979
O -3.4806 -4.2471 4.2392
C -4.8200 -3.8995 4.5190
H -0.7065 -2.4328 2.9738
H 0.1842 -3.5610 4.1035
H -1.4178 -3.0515 4.4733
H -4.9231 -5.9523 1.2962
H -5.0233 -6.2080 3.1286
H -4.3626 -7.4517 2.0644
H -4.6997 -3.0017 5.1253
H -5.4561 -4.6422 5.0006
H -5.2201 -3.5578 3.5644
C 2.9401 -0.2312 1.9267
O 2.9029 -0.5225 0.4381
P 1.6577 -0.0029 -0.4764
O 1.2926 1.4175 -0.2418
O 0.5695 -1.2230 -0.1675
C -0.8378 -1.0271 -0.3588
O 2.2401 -0.3061 -2.0025
C 2.8092 -1.5064 -2.2806
H 3.4431 0.6579 2.3070
H 3.3767 -1.1649 2.2810
H 2.0063 -0.0900 2.4710
H -1.3466 -0.7817 0.5734
H -1.2040 -1.9953 -0.7002
H -1.2635 -0.4192 -1.1572
H 2.4660 -2.2718 -1.5845
H 3.8663 -1.2560 -2.1920
H 2.5347 -1.8711 -3.2704
C -3.9453 3.7680 -4.5724
O -2.6798 4.2348 -4.1417
P -1.9957 3.2028 -3.0641
O -2.9374 2.2256 -2.3839
O -0.8015 2.4896 -3.9557
C 0.2138 1.5798 -3.5675
O -1.0866 4.1028 -2.0433
C -1.6415 5.3370 -1.4885
H -4.0233 2.9829 -5.3245
H -4.2359 4.6569 -5.1323
H -4.6491 3.6072 -3.7558
H -0.0316 1.0829 -2.6290
H 1.1848 2.0645 -3.4651
H 0.4881 0.7381 -4.2036
H -1.2092 6.2873 -1.8020
H -1.2930 5.5771 -0.4840
H -2.6966 5.4222 -1.7488
C 7.3559 -0.2088 2.3686
Cl 6.8573 -0.7263 0.7395
Cl 6.0334 0.3950 3.3649
Cl 8.7237 1.0433 2.1698
H 7.8617 -1.0750 2.7953
C 2.9639 -4.3581 -6.6598
Cl 2.3123 -5.8096 -7.3125
Cl 1.8291 -3.4811 -5.5668
Cl 3.4755 -3.3624 -8.0202
H 3.9151 -4.5812 -6.1766
C 3.7378 -6.4045 -2.4752
Cl 3.9393 -6.5710 -0.7191
Cl 3.2140 -4.7625 -2.8226
Cl 2.8442 -7.7768 -3.2684
H 4.7982 -6.4480 -2.7239
C -1.9780 -2.8128 -4.2517
Cl -1.3616 -3.2314 -5.8963
Cl -2.5542 -1.1245 -4.2663
Cl -0.7572 -3.1370 -3.0340
H -2.7965 -3.5228 -4.1334
C 2.5489 4.4826 -0.6755
Cl 1.7903 5.9820 -0.1048
Cl 3.6186 3.7622 0.6041
Cl 3.4768 4.7505 -2.1762
H 1.8112 3.7178 -0.9187
*
```

---

DFT (the ωB97M-V functional and the def2-TZVPD basis) results for a structure of composition C25H34N10O6S2Sr.

Summary:
HOMO-LUMO gap, hartree: 0.2437

The geometry in ORCA input format:
```
! wB97M-V def2-TZVPD RIJCOSX def2/J DEFGRID3
* xyz 0 1
Sr -10.0527 -10.9967 10.3363
C -7.8976 -16.3003 15.0331
C -8.2845 -14.9373 14.5508
N -8.3175 -14.7833 13.1185
C -8.7224 -13.6395 12.5178
S -8.5277 -13.6320 10.7944
N -9.2073 -12.7689 13.4165
N -9.6597 -11.5627 12.9927
C -9.9939 -10.7259 14.0151
C -9.7902 -10.8969 15.4736
C -10.7285 -9.5566 13.5448
C -11.2220 -8.5873 14.4431
C -11.7000 -7.3705 13.9391
C -11.6273 -7.0898 12.5892
C -11.1042 -8.0574 11.7855
N -10.5023 -9.1776 12.2810
H -7.1009 -16.7566 14.4546
H -8.8557 -16.9306 14.8594
H -7.6951 -16.3060 16.1074
H -7.6226 -14.1505 14.9187
H -9.2898 -14.7086 14.9915
H -8.2697 -15.6035 12.5534
H -8.9961 -10.2307 15.8327
H -9.5575 -11.9577 15.6408
H -10.7541 -10.8085 15.9717
H -11.1380 -8.6972 15.5601
H -12.1771 -6.7242 14.6516
H -11.9348 -6.1961 12.0004
H -11.0821 -8.0093 10.6783
O -10.6239 -10.4054 8.0672
C -11.0315 -11.5928 7.7871
O -11.0788 -12.5870 8.5905
C -11.6578 -11.8434 6.3944
C -11.9470 -13.2278 6.1548
C -12.3786 -13.5457 4.8563
C -12.5235 -12.6756 3.7274
C -12.1809 -11.3326 4.0749
C -11.7843 -10.9470 5.3132
N -12.5664 -10.2985 3.1056
O -12.6924 -10.7484 1.9807
O -12.6331 -9.0691 3.4759
N -12.9336 -14.8643 4.7231
O -12.8779 -15.6130 5.7334
O -13.3454 -15.1693 3.6192
H -11.8518 -14.0198 6.8832
H -12.5638 -13.1369 2.7289
H -11.4801 -9.9072 5.4360
C -13.4935 -11.5914 13.6694
S -13.6469 -11.5478 11.8219
C -13.1091 -13.1831 11.5292
H -13.9567 -10.6923 14.1377
H -12.3847 -11.5244 14.0067
H -13.8808 -12.5516 14.1883
H -12.1013 -13.3145 12.0311
H -12.9882 -13.2798 10.4818
H -13.7965 -14.0053 11.8489
C -7.4706 -8.6579 9.4890
N -7.5912 -10.1266 9.7170
C -6.5199 -10.5795 10.6260
N -5.1483 -10.2936 10.1509
C -5.1400 -8.8556 9.9677
N -6.1567 -8.3608 8.9078
C -5.9459 -9.2647 7.6790
N -6.0262 -10.6695 7.9471
C -7.4277 -10.8898 8.4585
C -5.0122 -11.0847 8.9307
H -7.5420 -8.0115 10.3973
H -8.3292 -8.2787 8.8394
H -6.5947 -11.6720 10.7329
H -6.6382 -10.0967 11.5889
H -4.1016 -8.5522 9.8048
H -5.5801 -8.3866 10.8714
H -4.9050 -9.0543 7.3637
H -6.7143 -9.0360 6.8504
H -7.4565 -11.9916 8.5999
H -8.0877 -10.5580 7.6408
H -4.0294 -11.0264 8.4788
H -5.2239 -12.1455 9.2167
*
```

---

DFT (the ωB97M-V functional and the def2-TZVPD basis) results for a cluster of 3 separate species, C5H11NO in total.

Summary:
HOMO-LUMO gap, hartree: 0.3629

The geometry in ORCA input format:
```
! wB97M-V def2-TZVPD RIJCOSX def2/J DEFGRID3
* xyz 0 1
C 2.6544 0.7612 0.0302
O 1.4976 0.9392 -0.6538
C 0.6259 -0.0923 -0.5631
C -0.0920 -0.5024 0.7315
N -1.3247 -0.6648 -0.0605
C -2.5562 -0.1970 0.5336
C -0.7716 0.1096 -1.1877
H 2.6754 0.7651 1.1218
H 3.4549 1.3796 -0.3927
H 2.7243 -0.8187 -0.1594
H 1.7293 -1.1852 -0.8102
H 0.2571 -1.4174 1.2261
H -0.1384 0.3193 1.4733
H -2.5100 0.8634 0.8555
H -2.7926 -0.8100 1.4112
H -3.3797 -0.3017 -0.1828
H -1.1031 1.1717 -1.1943
H -0.9507 -0.3196 -2.1787
*
```

---

DFT (the ωB97M-V functional and the def2-TZVPD basis) results for a cluster of 2 separate species, C5H8O2 in total.

Summary:
HOMO-LUMO gap, hartree: 0.3381

The geometry in ORCA input format:
```
! wB97M-V def2-TZVPD RIJCOSX def2/J DEFGRID3
* xyz 0 1
C -0.4410 1.4262 1.7058
C -0.4312 0.5988 0.4687
C 0.2782 0.7679 -0.8214
C 0.3939 -0.5450 -0.0215
O 1.5930 -1.0118 0.4581
C -0.9138 -1.3012 -0.1660
O -1.6174 -0.1994 0.1409
H -1.1106 2.2852 1.5962
H 0.5706 1.7934 1.9021
H -0.7680 0.8263 2.5601
H -0.2840 0.8144 -1.7520
H 1.1939 1.3550 -0.7789
H 2.0390 -1.4815 -0.2600
H -0.0767 -2.7352 -2.8380
H -0.4260 -2.5931 -2.1941
*
```